# 1
74
Properties=species:S:1:pos:R:3:forces:R:3 method="wB97M-V/def2-TZVPD" max_force_ha_per_bohr=0.075 e_homo_ev=-3.248 charge=-1 gap_ev=5.261 e_tot_ev=-144065.568
Ti -0.0189 -0.5282 -0.1303 3.606 -0.919 0.005
Cl -5.4378 2.6424 3.2369 -0.619 0.194 0.488
C -4.0852 2.2428 2.3051 1.315 0.124 -1.068
C -3.6321 0.9227 2.2191 -0.381 -0.206 0.356
Cl -4.4110 -0.3524 3.1287 0.060 0.580 -0.238
C -2.5396 0.5835 1.4341 0.111 -0.511 0.076
Cl -1.9824 -1.1248 1.3913 -0.532 1.433 0.242
C -1.8278 1.5606 0.7124 1.742 0.047 -0.621
O -0.7018 1.2936 0.0715 -2.386 0.389 0.679
C -2.3075 2.9068 0.7431 -0.625 -0.528 0.337
Cl -1.5478 4.0368 -0.3096 -0.052 -0.037 0.240
C -3.3942 3.2416 1.5496 -0.293 -0.426 0.117
Cl -3.9582 4.8918 1.6207 0.205 -0.544 -0.075
C 3.4355 -1.8318 -2.9134 0.326 1.023 0.284
C 2.1450 -1.6780 -2.1199 -0.621 -2.797 0.262
S 1.3985 -0.1094 -2.1121 -0.656 0.180 0.514
C 1.5743 -2.8510 -1.6179 1.656 1.879 -1.429
C 2.2440 -4.1788 -1.9234 -0.866 -0.405 0.699
S 0.0909 -2.9368 -0.7535 -0.827 0.134 0.253
H 3.7827 -0.8121 -3.1763 -0.040 -0.626 -0.060
H 3.3034 -2.4274 -3.8337 0.104 0.274 0.294
H 4.2152 -2.2896 -2.2764 -0.216 0.112 -0.437
H 3.0037 -4.1159 -2.7036 -0.104 -0.146 0.284
H 1.4578 -4.9085 -2.2266 0.483 0.419 0.071
H 2.6526 -4.5717 -0.9759 0.199 -0.044 -0.421
O -1.8030 -0.7722 -1.5901 -2.256 1.531 -1.439
C -2.6530 -0.2043 -2.3402 1.759 -1.188 0.545
C -2.6876 -0.5640 -3.8229 -0.039 -0.397 -0.095
C -2.8981 0.5520 -4.8970 0.074 0.200 -0.178
C -2.6776 1.9991 -4.3713 -0.370 -0.231 0.368
C -3.8172 2.5228 -3.4409 -0.193 0.614 -0.378
C -4.5216 1.4798 -2.5592 -0.577 -0.324 -1.180
N -3.5912 0.6195 -1.8618 -0.437 0.265 1.628
H -3.4816 -1.3412 -3.8975 0.313 0.475 -0.008
H -1.7529 -1.1111 -3.9928 -0.132 0.288 0.049
H -3.9149 0.4416 -5.3727 0.979 0.237 0.420
H -2.1268 0.4074 -5.6944 -0.761 -0.085 0.537
H -2.6258 2.6848 -5.2377 0.137 -0.288 0.425
H -1.7089 2.0509 -3.8366 -0.393 -0.100 -0.299
H -4.5903 2.9711 -4.1041 0.270 -0.218 0.467
H -3.4405 3.3522 -2.8031 -0.094 -0.528 -0.355
H -5.2096 0.8577 -3.1841 0.475 0.348 0.253
H -5.1904 1.9738 -1.8265 0.607 -0.264 -0.240
H -3.7106 0.6101 -0.8486 0.523 0.047 -0.377
C 3.3678 1.9856 0.4429 0.367 0.361 -0.848
C 2.7651 2.2301 1.8133 0.235 0.254 -0.745
C 1.5395 3.1084 1.7341 -1.054 0.379 -0.179
C 2.6033 0.9658 2.5977 -0.422 -0.970 0.305
C 3.2672 1.0983 3.8170 -0.347 -0.459 -0.123
C 3.3380 0.0750 4.7244 0.365 0.485 0.706
C 2.7723 -1.1333 4.4315 -0.109 0.256 -0.147
C 2.1175 -1.3593 3.2364 0.075 0.719 -0.738
C 1.8264 -2.8193 3.0503 0.034 -0.256 0.045
C 0.3655 -3.2158 2.9137 -0.630 -0.338 -1.017
C 2.6982 -3.3915 1.9360 -0.335 0.104 -0.472
C 1.9303 -0.2909 2.2330 2.021 0.294 3.263
N 1.2192 -0.4924 1.1380 -2.333 0.009 -2.467
H 3.5992 2.9673 -0.0555 -0.160 -0.798 0.356
H 2.7040 1.4088 -0.2317 0.373 0.242 0.433
H 4.3161 1.4384 0.5828 -0.304 0.109 -0.302
H 3.5311 2.7689 2.3988 -0.364 0.154 -0.520
H 0.7292 2.6326 1.1291 0.721 0.390 0.425
H 1.7932 4.0927 1.2842 -0.158 -0.527 0.116
H 1.1385 3.3087 2.7421 0.067 -0.072 -0.256
H 3.7282 2.0575 4.0366 0.011 -0.213 0.122
H 3.8569 0.2170 5.6525 0.192 0.068 0.410
H 2.8568 -1.9387 5.1491 0.039 -0.072 -0.022
H 2.1597 -3.2872 3.9922 0.000 0.119 -0.359
H 0.1270 -3.4485 1.8369 0.064 0.238 1.105
H -0.3067 -2.4162 3.2606 0.190 -0.334 -0.007
H 0.2086 -4.1190 3.5242 -0.263 0.205 -0.279
H 2.4674 -2.8708 0.9879 0.107 -0.298 0.335
H 2.4634 -4.4569 1.8219 0.217 0.073 -0.131
H 3.7593 -3.2516 2.1619 -0.073 -0.100 -0.007



# 2
81
Properties=species:S:1:pos:R:3:forces:R:3 method="wB97M-V/def2-TZVPD" multiplicity=3 max_force_ha_per_bohr=0.014 e_above_lowest_kcal_mol=0.00 e_homo_ev="-11.408 / -11.481" charge=+1 s_squared=2.019 gap_ev="7.415 / 7.371" e_tot_ev=-89825.994
Mo 0.7225 0.1235 0.7484 -0.138 -0.382 0.435
C -0.7180 2.3673 2.8588 0.012 0.027 0.009
O 0.2466 1.3232 2.7265 0.073 -0.230 -0.380
C 1.4780 1.5934 3.4100 -0.075 0.108 0.301
C 2.3622 2.5333 2.6334 0.094 -0.035 -0.031
O 2.9281 1.8306 1.5348 -0.050 0.030 0.055
C 3.9306 2.5916 0.8645 0.039 -0.020 0.027
C 3.4130 3.4734 -0.2427 0.076 0.024 -0.041
O 2.9779 2.6657 -1.3143 -0.033 -0.099 0.031
C 2.6875 3.4286 -2.4664 -0.051 0.038 -0.019
H -1.0264 2.4234 3.9037 0.012 -0.001 0.005
H -1.5817 2.1099 2.2500 0.016 -0.019 0.020
H -0.3258 3.3292 2.5290 0.020 0.010 -0.011
H 1.9600 0.6302 3.5616 0.001 0.032 0.004
H 1.2527 2.0214 4.3897 -0.091 0.007 -0.028
H 3.1575 2.8826 3.3012 0.034 -0.014 -0.045
H 1.8059 3.4065 2.2761 -0.009 0.017 0.043
H 4.6561 1.8828 0.4607 -0.046 -0.007 -0.017
H 4.4529 3.2120 1.5992 0.025 -0.014 -0.010
H 4.2469 4.1102 -0.5686 -0.023 0.035 -0.008
H 2.6039 4.1296 0.1018 -0.045 -0.027 0.007
H 3.5777 3.9560 -2.8242 0.002 0.006 0.001
H 1.8991 4.1646 -2.2698 0.002 -0.024 0.005
H 2.3570 2.7381 -3.2403 -0.011 -0.018 -0.017
O -0.2737 4.0133 -0.1104 -0.006 0.133 -0.053
C -0.4234 2.8359 -0.2450 0.222 -0.291 0.086
O 0.4177 1.9522 0.3141 0.146 0.612 -0.296
C -1.5071 2.1635 -1.0427 -0.065 0.041 -0.002
P -1.5010 0.3582 -0.7152 0.064 0.086 0.198
C -1.8581 -0.2993 -2.3738 0.027 -0.083 0.027
C -2.7797 -1.3277 -2.5662 0.050 0.021 0.018
C -3.0371 -1.8011 -3.8412 0.014 -0.014 -0.033
C -2.3600 -1.2750 -4.9343 -0.037 -0.020 0.012
C -1.4240 -0.2699 -4.7485 0.014 0.025 0.031
C -1.1781 0.2201 -3.4734 0.028 -0.037 -0.043
C -2.9765 0.1112 0.3099 -0.011 -0.021 -0.096
C -2.8648 -0.1145 1.6796 0.001 -0.031 0.039
C -4.0049 -0.1886 2.4703 0.006 -0.010 -0.014
C -5.2582 -0.0370 1.9004 0.006 0.002 -0.016
C -5.3761 0.2042 0.5360 -0.013 -0.008 0.011
C -4.2441 0.2808 -0.2557 -0.021 0.036 0.009
H -1.2965 2.3708 -2.0916 -0.063 -0.024 -0.013
H -2.4791 2.6008 -0.8191 0.006 0.039 0.012
H -3.2935 -1.7606 -1.7197 0.002 -0.022 0.013
H -3.7651 -2.5891 -3.9817 0.002 0.005 -0.002
H -2.5639 -1.6487 -5.9290 0.005 -0.002 0.006
H -0.8883 0.1421 -5.5934 -0.004 0.001 0.000
H -0.4329 0.9964 -3.3501 0.020 0.012 0.002
H -1.9004 -0.2255 2.1583 -0.020 0.005 -0.029
H -3.9030 -0.3663 3.5328 -0.003 0.001 -0.002
H -6.1454 -0.0996 2.5165 0.004 0.003 -0.003
H -6.3526 0.3363 0.0892 0.005 -0.003 0.004
H -4.3501 0.4754 -1.3159 0.007 0.010 0.010
O 4.4003 -1.7789 1.3963 -0.081 0.026 0.007
Cl 3.0612 -2.1069 1.7249 0.127 -0.135 -0.026
O 2.9177 -2.6306 3.0304 -0.050 0.071 -0.065
O 2.4472 -2.9295 0.7340 -0.043 0.074 0.044
O 2.3132 -0.7550 1.7383 -0.247 0.074 -0.084
I 5.2979 -0.7753 -3.2319 0.023 0.005 -0.009
C 3.4352 -0.8430 -2.3749 -0.050 -0.021 0.001
C 2.2675 -1.3521 -2.9154 0.024 0.009 -0.014
N 1.2898 -1.1633 -2.0278 0.204 -0.011 -0.019
N 1.7729 -0.5911 -0.9078 0.045 0.010 -0.306
C 3.0797 -0.3897 -1.1112 -0.005 0.170 0.048
H 2.0795 -1.8429 -3.8560 0.008 0.009 0.008
H 0.3814 -1.6289 -1.9462 -0.028 -0.004 0.050
H 3.6934 0.0562 -0.3470 -0.044 0.008 -0.068
C -1.1468 -4.9913 -0.2038 0.011 0.012 0.009
N -0.7987 -3.9478 0.7610 -0.036 -0.045 -0.011
C -0.6652 -4.2952 2.0848 -0.007 -0.006 -0.050
C -0.3807 -3.3928 3.0220 0.068 0.024 -0.009
C -0.1958 -2.0104 2.6340 -0.137 -0.018 -0.074
O -0.0644 -1.0991 3.4260 0.088 -0.130 0.067
N -0.1902 -1.7233 1.2468 -0.092 -0.047 0.350
C -0.5626 -2.6701 0.3334 0.230 0.001 -0.083
O -0.6894 -2.3897 -0.8659 -0.195 0.001 0.012
H -0.3691 -5.7538 -0.2172 0.000 0.003 -0.001
H -1.2309 -4.5451 -1.1871 -0.005 0.003 0.003
H -2.0977 -5.4437 0.0737 -0.001 -0.006 -0.004
H -0.8144 -5.3444 2.2995 -0.015 0.005 0.005
H -0.2753 -3.6478 4.0637 -0.012 0.008 0.006



# 3
73
Properties=species:S:1:pos:R:3:forces:R:3 method="wB97M-V/def2-TZVPD" max_force_ha_per_bohr=0.005 e_above_lowest_kcal_mol=3.59 e_homo_ev=-11.055 charge=+1 gap_ev=7.125 e_tot_ev=-82712.789
Pt 0.2687 0.9442 -0.5267 0.255 0.086 0.031
C -3.8828 1.7924 3.1273 -0.033 0.019 -0.024
S -2.5337 2.8794 2.6406 -0.028 -0.013 0.015
C -1.7825 1.9437 1.4027 0.120 -0.084 0.017
S -0.3644 2.7136 0.7116 -0.082 -0.023 -0.083
N -2.2331 0.7731 1.0780 -0.001 0.005 -0.029
N -1.5185 0.1967 0.0459 -0.017 -0.115 0.089
C -2.0889 -0.7177 -0.6478 0.012 0.040 -0.029
C -1.4366 -1.1824 -1.8742 0.042 0.078 0.053
C -1.9042 -2.2592 -2.6060 0.004 0.003 0.007
C -1.2705 -2.5682 -3.8033 -0.010 -0.007 0.006
C -0.2059 -1.7933 -4.2229 0.022 0.015 -0.015
C 0.2109 -0.7364 -3.4230 -0.025 -0.018 0.017
N -0.3899 -0.4387 -2.2813 -0.099 -0.052 -0.095
H -4.4226 2.3305 3.9039 -0.002 -0.005 0.003
H -3.4876 0.8611 3.5245 0.008 0.015 -0.007
H -4.5401 1.5976 2.2846 -0.008 0.003 0.002
H -3.0789 -1.0565 -0.3632 -0.001 -0.003 0.006
H -2.7442 -2.8382 -2.2476 -0.004 -0.001 -0.002
H -1.6101 -3.4047 -4.3987 -0.003 0.002 -0.005
H 0.3074 -1.9965 -5.1519 0.006 -0.007 0.001
H 1.0508 -0.1100 -3.7010 -0.024 0.009 -0.009
C 6.3043 0.8864 -0.4557 0.009 -0.006 -0.007
C 5.8689 1.6468 -1.6987 -0.006 -0.001 0.012
N 4.5310 2.2488 -1.5794 -0.001 -0.005 -0.063
C 4.4677 3.7054 -1.4030 0.005 -0.016 0.026
C 4.5132 4.1282 0.0558 -0.015 0.032 0.004
C 3.4577 1.4600 -1.6653 0.015 0.063 0.113
S 1.8971 2.2842 -1.5210 -0.020 -0.039 0.077
N 3.6697 0.1951 -1.9640 -0.021 -0.026 -0.034
C 2.8413 -0.8252 -1.7523 0.043 -0.017 -0.027
O 1.9031 -0.8638 -0.9270 -0.121 0.020 0.041
C 3.1164 -2.0614 -2.5464 -0.020 -0.018 -0.005
C 4.0995 -2.0876 -3.5322 -0.013 0.012 0.011
C 4.3008 -3.2356 -4.2822 0.008 -0.001 -0.005
C 3.5289 -4.3652 -4.0459 -0.002 -0.005 -0.004
C 2.5512 -4.3465 -3.0593 -0.004 0.004 0.002
C 2.3435 -3.1973 -2.3147 0.013 0.008 0.000
H 7.3234 0.5229 -0.5896 0.000 -0.001 0.002
H 5.6597 0.0264 -0.2817 0.009 0.001 -0.003
H 6.2853 1.5248 0.4276 0.002 -0.001 0.003
H 5.8641 0.9830 -2.5627 0.001 -0.001 0.001
H 6.5584 2.4642 -1.9019 0.002 -0.003 -0.004
H 3.5722 4.0883 -1.8842 -0.001 0.002 -0.007
H 5.3174 4.1182 -1.9461 -0.004 -0.002 0.002
H 3.6344 3.7624 0.5881 0.013 0.011 -0.019
H 4.5208 5.2161 0.1236 0.002 0.001 0.009
H 5.4077 3.7519 0.5521 0.005 0.001 -0.001
H 4.6980 -1.2039 -3.7029 0.005 0.003 0.000
H 5.0646 -3.2523 -5.0482 0.000 0.000 -0.002
H 3.6930 -5.2628 -4.6276 0.000 -0.001 0.000
H 1.9553 -5.2299 -2.8701 0.001 -0.002 0.001
H 1.5812 -3.1648 -1.5472 0.001 -0.006 0.003
C 0.8753 -1.6492 1.6345 -0.004 0.003 -0.045
Si 1.2283 0.1788 1.6726 -0.009 0.023 0.000
C 3.0060 0.6995 1.5940 -0.024 -0.011 -0.067
C 0.4483 0.8442 3.2304 0.020 0.046 -0.026
C 0.9438 2.0051 3.8341 -0.003 -0.003 -0.009
C 0.4698 2.4315 5.0634 -0.008 0.001 0.000
C -0.5170 1.7030 5.7152 0.000 0.003 0.000
C -1.0233 0.5502 5.1347 0.012 -0.007 0.004
C -0.5415 0.1249 3.9041 -0.011 0.008 -0.020
H 1.1519 -2.0409 2.6174 0.009 -0.004 0.011
H 1.4471 -2.1598 0.8661 -0.001 0.007 0.014
H -0.1839 -1.8650 1.4858 -0.008 0.011 0.016
H 3.4834 0.4406 2.5429 -0.013 -0.012 0.014
H 3.1056 1.7761 1.4468 -0.012 -0.032 0.010
H 3.5224 0.1864 0.7849 0.010 0.018 0.019
H 1.7111 2.5880 3.3374 0.001 0.003 -0.001
H 0.8694 3.3299 5.5151 -0.001 -0.001 0.002
H -0.8863 2.0318 6.6780 0.001 0.004 0.000
H -1.7854 -0.0249 5.6454 0.001 -0.005 0.001
H -0.9461 -0.7812 3.4690 0.001 -0.009 0.004